1.
100
Properties=species:S:1:pos:R:3:mulliken_charge:R:1 method="wB97M-V/def2-TZVPD" e_above_lowest_ev=0.000 homo_energy_ev=-14.86 charge=+3 spin_multiplicity=1 homo_lumo_gap_ev=5.811 total_energy_ha=-11430.32082
Zr 0.353 -0.218 1.425 -0.286
C 2.323 1.309 4.933 -0.999
As 0.977 1.554 3.567 1.273
C -0.588 2.049 4.584 -1.348
C 1.484 3.132 2.563 0.254
C 1.116 4.404 2.987 -0.746
C 1.466 5.518 2.235 -0.884
C 2.183 5.368 1.057 -0.834
C 2.559 4.101 0.629 -0.629
C 2.212 2.983 1.377 0.254
As 2.747 1.210 0.833 1.164
C 4.531 0.987 1.549 -1.043
C 3.077 1.280 -1.068 -1.456
H 2.438 2.242 5.483 0.476
H 3.276 1.029 4.498 0.212
H 1.988 0.528 5.614 0.431
H -0.397 2.964 5.141 0.539
H -0.804 1.251 5.292 0.417
H -1.430 2.190 3.911 0.352
H 0.558 4.547 3.903 0.383
H 1.177 6.505 2.573 0.458
H 2.454 6.236 0.471 0.469
H 3.123 4.000 -0.290 0.458
H 5.132 1.829 1.210 0.434
H 4.964 0.061 1.175 0.470
H 4.517 0.972 2.634 0.263
H 3.866 1.999 -1.282 0.599
H 2.163 1.557 -1.583 0.323
H 3.406 0.294 -1.394 0.437
Br 2.687 -1.666 2.884 0.125
C 2.245 -2.087 4.692 0.483
C 3.293 -2.301 5.568 -0.598
C 3.008 -2.591 6.896 -0.640
C 1.692 -2.657 7.333 -0.691
C 0.647 -2.441 6.446 -0.630
C 0.932 -2.156 5.119 0.388
I -0.694 -1.924 3.819 0.358
H 4.317 -2.245 5.224 0.489
H 3.822 -2.765 7.587 0.444
H 1.472 -2.884 8.367 0.439
H -0.377 -2.502 6.789 0.448
O -1.101 1.315 1.480 -0.729
C -0.835 1.706 0.280 1.354
O 0.118 1.062 -0.286 0.188
C -1.540 2.831 -0.378 -1.045
C -1.543 2.728 -1.905 -1.542
Ge -2.433 1.091 -2.599 2.591
C -1.200 0.142 -3.772 -0.501
C 0.180 0.341 -3.715 0.478
C 1.031 -0.301 -4.605 -0.554
C 0.511 -1.171 -5.555 -0.645
C -0.859 -1.395 -5.611 -0.818
C -1.709 -0.736 -4.731 -0.702
C -2.700 -0.018 -0.983 -0.876
C -3.724 0.249 -0.076 0.291
C -3.857 -0.471 1.111 -1.332
C -2.953 -1.472 1.408 -0.774
C -1.904 -1.760 0.517 -1.019
C -1.809 -1.047 -0.683 0.229
C -4.151 1.416 -3.409 0.359
C -4.375 2.577 -4.150 -0.605
C -5.591 2.781 -4.786 -0.749
C -6.593 1.826 -4.690 -0.490
C -6.381 0.664 -3.960 -0.744
C -5.165 0.460 -3.323 -0.136
H -1.006 3.732 -0.041 0.501
H -2.537 2.891 0.061 0.453
H -0.520 2.746 -2.280 0.200
H -2.037 3.609 -2.315 0.800
H 0.600 1.028 -2.988 -0.312
H 2.097 -0.108 -4.575 0.474
H 1.169 -1.655 -6.266 0.515
H -1.270 -2.057 -6.362 0.484
H -2.779 -0.888 -4.815 0.433
H -4.451 1.022 -0.302 0.601
H -4.682 -0.265 1.780 0.541
H -3.115 -2.091 2.282 1.026
H -1.293 -2.645 0.670 0.817
H -1.042 -1.299 -1.407 0.039
H -3.601 3.332 -4.244 0.324
H -5.756 3.684 -5.359 0.428
H -7.540 1.985 -5.187 0.410
H -7.161 -0.082 -3.890 0.422
H -5.012 -0.457 -2.764 0.358
N 1.182 -1.777 0.083 -0.560
C 1.468 -2.520 -0.776 0.477
N 1.802 -3.329 -1.706 0.057
C 0.967 -3.461 -2.939 0.481
C 0.391 -4.867 -2.964 -0.679
O 1.418 -5.825 -2.862 -0.368
C 2.103 -5.746 -1.635 -0.524
C 2.813 -4.407 -1.506 -0.593
H 1.631 -3.299 -3.787 0.161
H 0.196 -2.690 -2.940 -0.392
H -0.119 -5.035 -3.910 0.392
H -0.334 -4.994 -2.148 0.326
H 2.835 -6.551 -1.619 0.390
H 1.408 -5.886 -0.796 0.298
H 3.561 -4.291 -2.290 0.317
H 3.282 -4.281 -0.532 0.420

2.
91
Properties=species:S:1:pos:R:3:mulliken_charge:R:1 method="wB97M-V/def2-TZVPD" homo_energy_ev=-13.49 charge=+2 spin_multiplicity=1 homo_lumo_gap_ev=6.115 total_energy_ha=-2080.68926
Zr -1.219 0.418 -1.824 -1.068
C -0.213 0.485 0.504 2.129
C 0.717 0.891 -0.524 0.103
C -1.054 2.410 -0.490 -0.442
C -1.311 1.404 0.500 0.455
C 0.253 2.166 -1.061 2.013
C 0.147 -0.413 1.630 -1.738
H 1.235 -0.532 1.695 0.557
H -0.284 -1.415 1.523 0.197
H -0.172 0.011 2.592 0.445
C -2.348 1.560 1.555 -1.218
H -1.958 1.292 2.548 0.307
H -3.239 0.957 1.344 0.119
H -2.673 2.609 1.617 0.343
C -1.939 3.598 -0.671 -1.698
H -2.416 3.894 0.273 0.518
H -2.764 3.356 -1.355 0.203
H -1.412 4.472 -1.066 0.307
C 1.141 3.229 -1.613 -1.419
H 1.206 4.101 -0.944 0.390
H 0.815 3.607 -2.584 0.122
H 2.163 2.859 -1.719 0.385
C 2.109 0.374 -0.651 -2.405
H 2.843 1.080 -0.235 0.476
H 2.370 0.176 -1.685 0.482
H 2.218 -0.555 -0.075 0.532
C 1.179 -4.265 -1.107 -0.761
C 2.438 -4.572 -0.799 -0.506
C 3.671 -4.003 -1.442 -0.759
C 3.837 -4.315 -2.954 -0.799
C 3.537 -3.150 -3.857 -0.840
C 2.515 -2.288 -3.760 -0.575
C 1.554 -2.250 -2.600 1.629
C 0.738 -3.531 -2.345 0.657
H 4.542 -4.439 -0.927 0.485
H 3.226 -5.195 -3.230 0.350
H 3.727 -2.912 -1.305 0.156
H 0.733 -4.186 -3.237 0.617
H 0.366 -4.571 -0.443 0.132
H 2.654 -5.328 -0.033 0.433
H -0.316 -3.243 -2.182 -0.216
H 2.047 -1.976 -1.659 -0.178
H 2.323 -1.541 -4.546 0.413
H 0.842 -1.433 -2.811 -1.064
H 4.885 -4.625 -3.135 0.443
H 4.209 -3.088 -4.716 0.402
P -1.941 -1.008 -3.880 1.235
P -1.459 2.051 -3.752 1.361
C -2.075 -0.017 -5.465 -0.965
C -2.436 1.435 -5.205 -1.166
H -2.816 -0.507 -6.108 0.601
H -1.103 -0.089 -5.975 0.448
H -2.190 2.083 -6.060 0.607
H -3.505 1.567 -4.965 0.399
C -1.837 3.832 -3.909 -1.225
H -1.262 4.440 -3.195 0.314
H -2.913 3.983 -3.725 0.410
H -1.585 4.151 -4.931 0.533
C 0.224 2.097 -4.570 -1.351
H 0.099 2.150 -5.661 0.506
H 0.839 1.224 -4.305 0.120
H 0.766 2.997 -4.252 0.613
C -3.591 -1.810 -3.925 -1.469
H -3.640 -2.605 -3.172 0.250
H -3.758 -2.247 -4.919 0.522
H -4.385 -1.085 -3.720 0.461
C -1.047 -2.388 -4.710 -1.520
H 0.038 -2.230 -4.704 0.156
H -1.381 -2.463 -5.753 0.651
H -1.269 -3.340 -4.214 0.450
C -5.138 -2.529 1.587 -1.883
C -3.704 -2.072 1.381 1.800
C -3.260 -1.501 2.729 -1.763
O -3.701 -1.042 0.386 -0.555
B -2.535 -1.202 -0.358 -0.543
O -1.885 -2.410 -0.092 0.905
C -2.703 -3.150 0.811 1.257
C -1.806 -3.816 1.837 -1.749
C -3.446 -4.223 0.023 -2.018
H -5.597 -2.916 0.672 0.381
H -5.738 -1.677 1.932 0.478
H -5.179 -3.302 2.366 0.352
H -3.908 -0.650 2.991 0.505
H -3.381 -2.268 3.512 0.466
H -2.215 -1.153 2.730 0.103
H -2.418 -4.397 2.541 0.424
H -1.112 -4.506 1.337 0.328
H -1.204 -3.093 2.408 0.354
H -4.103 -3.786 -0.743 0.257
H -2.726 -4.889 -0.467 0.430
H -4.049 -4.832 0.708 0.413

3.
71
Properties=species:S:1:pos:R:3:mulliken_charge:R:1 method="wB97M-V/def2-TZVPD" e_above_lowest_ev=17.893 homo_energy_ev=-6.28 spin_multiplicity=1 homo_lumo_gap_ev=6.849 total_energy_ha=-1231.71627
C -1.421 6.811 -15.279 -1.529
C -1.560 5.782 -16.459 0.341
C -2.889 6.113 -17.228 -0.765
O -2.987 5.492 -18.511 -0.313
C -4.194 5.968 -19.176 -1.182
N -0.403 5.864 -17.334 -0.708
H -2.140 6.580 -14.493 0.367
H -1.431 7.871 -15.532 0.358
H -0.434 6.720 -14.826 0.414
H -1.686 4.838 -15.929 0.269
H -2.940 7.201 -17.270 0.336
H -3.840 6.013 -16.705 0.444
H -5.067 6.019 -18.526 0.490
H -4.447 5.128 -19.822 0.488
H -4.127 6.912 -19.716 0.176
H -0.582 5.246 -18.112 0.334
H -0.378 6.798 -17.715 0.268
C -7.492 6.849 -23.532 -0.922
C -7.743 6.682 -22.089 0.118
C -7.626 7.940 -21.091 -1.437
O -6.242 8.289 -20.957 -0.360
C -6.154 9.438 -20.144 -0.928
N -9.087 6.177 -21.960 -0.739
H -7.617 5.940 -24.120 0.337
H -6.447 7.151 -23.609 0.863
H -8.118 7.683 -23.852 0.371
H -7.134 5.847 -21.741 0.859
H -8.005 7.692 -20.100 0.545
H -8.260 8.715 -21.521 0.462
H -6.623 10.292 -20.633 0.293
H -5.087 9.609 -20.000 0.312
H -6.625 9.271 -19.175 0.338
H -9.153 5.234 -22.313 0.237
H -9.490 6.073 -21.040 0.270
C -4.200 1.408 -25.723 -1.454
C -4.991 2.749 -25.663 0.372
C -5.253 3.514 -24.372 -0.365
O -5.441 4.984 -24.475 -0.355
C -5.612 5.726 -23.223 -1.039
N -4.211 3.638 -26.552 -0.871
H -4.243 0.902 -26.687 0.380
H -4.658 0.733 -24.999 0.331
H -3.156 1.567 -25.454 0.370
H -5.888 2.789 -26.282 0.337
H -4.489 3.308 -23.623 0.242
H -6.127 3.011 -23.958 0.338
H -6.379 5.299 -22.577 0.622
H -6.086 6.694 -23.386 0.036
H -4.677 5.621 -22.672 -0.751
H -4.384 3.500 -27.538 0.260
H -4.724 4.492 -26.389 0.277
C -1.263 5.953 -21.876 -1.793
C -2.686 6.497 -21.663 2.567
C -2.870 7.960 -22.055 -0.442
O -1.922 8.853 -21.524 -0.379
C -1.938 10.182 -22.092 -0.815
N -3.517 5.604 -22.457 -0.716
H -0.451 6.489 -21.386 0.381
H -0.877 5.780 -22.881 0.387
H -1.231 4.961 -21.424 0.471
H -2.957 6.331 -20.620 -1.446
H -3.829 8.329 -21.692 -0.039
H -2.853 8.161 -23.126 0.630
H -1.243 10.874 -21.616 0.291
H -2.873 10.741 -22.141 0.288
H -1.708 10.088 -23.153 0.337
H -3.505 4.731 -21.949 0.487
H -3.133 5.386 -23.366 0.608
O -5.258 5.934 -20.902 -0.437
H -5.703 6.748 -21.137 0.675
H -4.377 6.030 -21.264 -0.192

4.
19
Properties=species:S:1:pos:R:3:mulliken_charge:R:1 method="wB97M-V/def2-TZVPD" e_above_lowest_ev=4.140 homo_energy_ev=-8.99 spin_multiplicity=1 homo_lumo_gap_ev=9.882 total_energy_ha=-439.37378 smiles="C=C(C)O.C=O.NO"
C -0.100 0.305 1.228 0.909
C -0.655 1.522 1.218 -1.226
C -1.037 1.093 -1.232 -0.136
C -0.902 -0.946 1.365 -1.270
N 1.461 -1.433 -1.202 -0.411
O 1.229 0.166 1.005 -0.555
O 2.215 -0.320 -1.719 -0.405
O -1.289 -0.070 -1.425 -0.533
H 1.407 -0.732 0.667 0.386
H 2.298 0.291 -0.972 0.348
H 0.493 -1.273 -1.502 0.224
H 1.811 -2.232 -1.727 0.249
H -0.053 2.405 1.106 0.390
H -1.688 1.654 1.476 0.363
H -1.827 1.837 -1.057 0.341
H -0.032 1.511 -1.378 0.261
H -0.297 -1.757 1.773 0.377
H -1.264 -1.232 0.377 0.304
H -1.771 -0.789 2.000 0.385